This record from the OMol25 dataset describes C24H18N3O7S4SbW as an isolated structure in a non-equilibrium geometry. The level of theory is ωB97M-V/def2-TZVPD.

The energy above the lowest of the compared OMol25 structures with the same formula, charge and spin comes out at 0.043 eV. For the HOMO energy (spin up / spin down), the calculation gives -0.162 / -0.169 Ha. The expectation value of S² is 0.77. As for the molar mass: 894.3 g mol⁻¹. The spin multiplicity is 2. The calculation puts the largest force on an atom at 1.560 eV Å⁻¹. As for the net charge: -1. Its gap between HOMO and LUMO (spin up / spin down) is 5.617 / 5.778 eV. The calculation puts the LUMO energy (spin up / spin down) at 1.20 / 1.18 eV.

```
58
Properties=species:S:1:pos:R:3:forces:R:3:lowdin_spin:R:1
W -1.0352 1.6062 1.2109 -0.021 0.579 1.449 0.820
S -2.2671 2.5461 5.3789 0.069 -0.092 0.027 0.023
Sb -0.2604 2.9579 4.4613 0.148 0.066 -0.078 0.071
S 0.4544 1.0087 2.9442 -0.087 -0.024 -0.332 -0.001
S -0.9934 3.7253 2.1943 -0.283 -0.212 -0.434 -0.034
O -3.7019 -0.5482 3.1768 -0.074 -0.025 -0.054 0.001
C -3.1419 -0.3154 2.1483 0.009 0.112 0.032 0.003
O -2.7198 0.9279 1.8096 0.062 -0.097 0.096 0.005
C -2.9521 -1.3056 1.0492 -0.125 0.116 -0.126 0.002
C -3.9269 -2.2473 0.8260 0.068 -0.031 0.025 0.000
C -3.8535 -3.0369 -0.3166 0.007 -0.064 0.043 0.001
C -2.8602 -2.8505 -1.2533 0.046 -0.016 -0.030 0.000
C -1.8955 -1.8894 -1.0262 0.247 -0.081 -0.037 0.002
C -1.8456 -1.1407 0.1724 -0.444 0.046 0.056 0.007
O -0.8877 -0.3545 0.5127 0.161 0.011 -0.576 0.035
N -0.9033 -1.6748 -2.0837 0.140 -0.099 0.169 0.000
O -0.7002 -2.5925 -2.8607 -0.035 0.023 -0.032 0.000
O -0.3429 -0.5991 -2.1337 -0.082 0.011 -0.075 0.000
N -4.8756 -4.0505 -0.5625 -0.138 0.241 -0.133 0.000
O -5.7721 -4.1587 0.2524 0.047 -0.087 0.050 0.000
O -4.7947 -4.7067 -1.5854 0.047 -0.082 0.042 0.000
H -4.7447 -2.3515 1.5246 -0.003 -0.009 -0.003 0.000
H -2.8344 -3.4373 -2.1584 0.000 -0.002 0.000 0.000
C 5.2496 -2.1775 0.2761 -0.003 0.004 0.001 0.000
C 3.9560 -1.5617 0.8081 -0.008 0.000 -0.001 0.000
C 2.9144 -2.6787 0.9670 0.009 -0.003 -0.002 0.000
C 4.2384 -0.9336 2.1807 -0.001 -0.006 -0.004 0.001
C 3.3986 -0.4868 -0.1245 0.002 0.008 -0.003 0.001
C 4.0329 -0.1081 -1.3154 -0.009 -0.007 -0.004 -0.001
C 3.4976 0.8595 -2.1468 -0.003 -0.002 -0.010 0.001
C 2.3052 1.4594 -1.7743 0.015 0.025 0.011 0.000
S 1.3666 2.6468 -2.6278 0.020 -0.021 -0.042 0.007
C 0.1894 2.6032 -1.3796 -0.063 0.005 0.096 0.014
N 0.4768 1.8168 -0.3673 0.176 -0.195 0.018 0.006
C 1.6667 1.1137 -0.5830 0.044 0.087 0.017 0.002
C 2.2129 0.1364 0.2337 -0.010 -0.015 0.004 -0.001
C -1.0999 3.2600 -1.4025 0.006 -0.025 -0.032 0.010
C -1.5409 4.1061 -2.4194 0.047 -0.018 -0.005 -0.001
C -2.8402 4.5705 -2.3787 -0.016 -0.007 0.016 0.010
C -3.6777 4.1847 -1.3303 0.004 0.016 -0.014 -0.001
C -3.2175 3.3645 -0.3132 0.052 0.078 0.055 0.009
C -1.9041 2.8840 -0.3233 -0.009 -0.198 -0.160 0.003
H 5.5971 -2.9431 0.9722 0.003 0.000 0.000 0.000
H 6.0418 -1.4319 0.1797 0.001 -0.001 -0.001 0.000
H 5.1006 -2.6534 -0.6954 0.001 0.000 0.000 0.000
H 3.2917 -3.4476 1.6455 0.000 -0.002 -0.002 0.000
H 2.6965 -3.1452 0.0038 -0.002 0.002 0.000 0.000
H 1.9791 -2.2978 1.3781 0.000 -0.002 0.004 0.000
H 4.6600 -1.6829 2.8553 -0.007 -0.001 0.003 0.000
H 3.3291 -0.5394 2.6366 0.000 0.011 -0.005 0.001
H 4.9523 -0.1122 2.0894 0.006 -0.004 0.003 0.000
H 4.9571 -0.5832 -1.6124 0.001 0.002 0.003 0.000
H 3.9911 1.1280 -3.0717 0.001 0.000 0.001 0.000
H 1.6968 -0.1288 1.1434 0.003 -0.011 -0.013 0.001
H -0.8803 4.3861 -3.2329 -0.009 0.009 -0.003 0.000
H -3.2087 5.2260 -3.1570 -0.004 0.001 0.001 0.001
H -4.6999 4.5432 -1.3058 0.000 0.003 -0.006 0.000
H -3.8741 3.1104 0.5106 -0.001 -0.014 -0.005 0.000
```
Forces are in eV/Å.